(1)
Formula: C34H71BrNO13P4
Source: the OMol25 dataset
Level of theory: wB97M-V/def2-TZVPD

Geometry as XYZ:
```
124
C34H71BrNO13P4 wB97M-V/def2-TZVPD
Br -1.56 -1.35 -5.26
P -3.43 -10.06 -2.48
P -1.09 -2.22 -3.14
P 1.52 8.68 -0.66
P -0.91 -0.17 -2.29
O 2.37 7.94 -1.95
O -2.84 -2.33 -2.92
O 2.10 10.15 -1.16
O -4.59 -9.70 -1.36
O 0.55 9.44 0.51
O -4.35 -11.40 -3.03
O -0.81 -3.00 -1.60
O -2.77 -5.26 -3.00
O 2.45 8.05 0.36
O -2.32 -9.01 -1.75
O -0.55 -3.83 2.44
O 1.15 -0.64 1.82
O -3.62 -9.28 -3.75
N -2.14 0.73 -2.84
C 1.19 10.29 1.46
C -1.94 -4.15 0.35
C 3.09 5.04 5.07
C 1.79 8.04 -3.26
C -4.35 -10.06 0.00
C 1.20 11.05 -1.81
C -3.21 -5.43 -4.34
C 2.17 2.14 4.27
C 0.48 -1.56 2.69
C -3.23 -3.11 -1.79
C 0.46 -2.96 1.95
C 3.05 -1.51 -3.99
C 0.78 -2.53 -3.42
C 0.57 4.97 5.17
C -4.34 -12.58 -2.22
C -4.36 -2.33 -0.96
C -3.73 -4.52 -2.22
C -1.99 -3.04 -0.77
C 4.78 6.29 3.42
C 5.56 5.18 5.56
C 1.35 0.59 2.43
C 1.59 5.87 3.05
C 4.89 3.75 3.59
C 1.67 3.35 3.61
C 4.49 5.06 4.37
C 1.83 4.80 4.18
C 4.02 -1.18 -5.19
C 1.51 -1.57 -4.44
C 0.81 1.77 1.77
C -5.68 -3.15 -0.70
C 0.98 3.13 2.32
C -1.81 -3.56 1.81
C 2.04 0.79 3.71
C -2.71 -7.63 -1.59
H -4.65 -1.37 -1.46
H 2.96 6.02 5.60
H 0.30 0.49 -2.67
H -1.09 -4.84 0.11
H 0.91 9.95 2.46
H 4.76 5.91 2.37
H 0.77 4.40 6.11
H 2.03 9.02 -3.70
H -2.70 1.06 -2.05
H 4.29 3.56 2.67
H -2.02 -2.46 1.83
H 1.48 -3.39 2.08
H 5.07 -1.44 -4.86
H 5.17 6.00 6.22
H -3.64 -4.49 -4.77
H 3.31 -2.52 -3.60
H -3.96 -2.05 0.05
H 0.99 -1.69 3.68
H -1.00 -0.16 -0.86
H -0.33 4.57 4.65
H -4.47 -9.17 0.62
H 2.44 -0.11 4.23
H 3.12 4.25 5.87
H 1.49 -1.99 -5.48
H 3.96 -0.11 -5.47
H -4.66 -13.42 -2.84
H -3.99 -6.23 -4.46
H -3.66 -7.41 -2.06
H -4.03 -5.19 -1.37
H 5.62 4.25 6.17
H 2.23 7.27 -3.89
H 0.32 -2.80 0.85
H 6.55 5.52 5.18
H 1.53 11.21 -2.84
H 5.99 3.82 3.36
H -5.03 -12.48 -1.39
H 1.22 12.01 -1.28
H -6.29 -2.55 0.04
H 2.34 5.83 2.23
H 1.29 -2.36 -2.42
H 0.54 3.94 1.72
H 0.43 6.05 5.41
H 0.18 10.67 -1.82
H 2.28 10.28 1.37
H -4.64 -4.41 -2.86
H -2.60 -4.05 2.43
H -5.08 -10.80 0.31
H -5.52 -4.14 -0.22
H -2.88 -4.76 0.31
H -3.34 -10.46 0.15
H -1.26 -3.48 -3.82
H 5.79 6.74 3.55
H 1.73 6.87 3.55
H 1.15 -0.52 -4.43
H 0.84 11.31 1.31
H 2.69 2.20 5.26
H 4.81 2.90 4.31
H -0.59 -1.28 2.91
H 3.81 -1.85 -6.07
H 3.08 -0.73 -3.18
H -2.77 -7.41 -0.52
H 0.71 7.91 -3.23
H -6.27 -3.19 -1.64
H -1.87 -2.07 -0.21
H -1.94 -7.01 -2.03
H -3.33 -12.79 -1.85
H 0.55 5.81 2.65
H 0.26 1.66 0.81
H -2.36 -5.72 -5.01
H 0.90 -3.61 -3.67
H 3.99 7.07 3.56
```

The net charge is -1. The HOMO energy is -3.917 eV. The calculation puts the LUMO energy at -1.46 eV.

***

(2)
Formula: CHN3O2
Source: the OMol25 dataset
Level of theory: wB97M-V/def2-TZVPD

Geometry as XYZ:
```
7
CHN3O2 wB97M-V/def2-TZVPD
O -0.93 -0.06 1.98
O 0.78 0.37 0.58
N 0.72 0.41 -0.80
N -0.33 -0.28 -1.19
N -1.18 -0.40 -0.30
C -0.59 0.03 0.90
H 1.53 -0.06 -1.19
```

As for the energy relative to the best compared isomer or geometry (same formula, charge and spin): 2.096 eV. The net charge is 0. The HOMO energy is -11.035 eV. The calculation puts the LUMO energy at -0.36 eV. The SMILES is O=c1nn[nH]o1.

***

(3)
Formula: C24H38N2
Source: the OMol25 dataset
Level of theory: wB97M-V/def2-TZVPD

Geometry as XYZ:
```
64
C24H38N2 wB97M-V/def2-TZVPD
N -3.66 0.84 0.58
N 3.26 -0.19 -0.09
C 5.41 0.25 1.02
C -8.00 -0.82 -0.92
C 9.82 -0.61 -0.05
C -9.07 -2.24 0.90
C 4.69 -0.38 -0.19
C -7.14 1.59 -0.77
C -0.91 0.44 0.33
C 6.92 0.01 0.97
C -3.17 -0.40 0.39
C -5.65 1.23 -0.79
C -1.46 1.72 0.51
C 1.36 1.19 -0.40
C -9.14 -1.76 -0.53
C 1.14 -0.94 0.66
C 7.61 0.71 -0.20
C 2.50 -1.12 0.51
C 0.52 0.23 0.20
C 9.67 -1.36 -1.36
C 2.70 0.95 -0.53
C -1.82 -0.63 0.27
C 9.13 0.75 -0.04
C -5.09 1.05 0.63
C -2.82 1.88 0.63
C -8.05 0.51 -0.18
H 7.12 -1.06 0.93
H 9.37 1.26 0.89
H -10.09 -1.25 -0.70
H 10.26 -2.28 -1.34
H -3.26 2.86 0.79
H -8.11 -2.73 1.10
H -7.83 0.36 0.88
H 9.45 -1.22 0.77
H 9.54 1.35 -0.86
H 5.01 -0.18 1.94
H 5.05 0.09 -1.11
H -7.05 -1.33 -0.73
H -1.48 -1.64 0.10
H 0.95 2.11 -0.80
H -3.88 -1.21 0.34
H -0.83 2.59 0.59
H 10.02 -0.76 -2.20
H 3.36 1.67 -1.00
H 8.64 -1.64 -1.55
H -8.06 -0.63 -2.00
H -5.50 0.32 -1.37
H 10.89 -0.45 0.14
H 7.37 0.21 -1.14
H 0.57 -1.71 1.15
H -9.08 0.89 -0.23
H 4.92 -1.45 -0.22
H 7.34 0.40 1.90
H -9.19 -1.42 1.61
H 7.25 1.74 -0.26
H 5.21 1.33 1.04
H -5.30 1.94 1.22
H -7.28 2.52 -0.21
H -7.45 1.77 -1.80
H -9.12 -2.62 -1.20
H 2.99 -2.01 0.86
H -5.57 0.19 1.10
H -5.11 2.04 -1.29
H -9.86 -2.96 1.10
```

As for the energy relative to the best compared isomer or geometry (same formula, charge and spin): 0.119 eV. The net charge is +2. The HOMO energy is -14.890 eV. The calculation puts the LUMO energy at -7.93 eV.

***

(4)
Formula: C5H9O2S
Source: the OMol25 dataset
Level of theory: wB97M-V/def2-TZVPD

Geometry as XYZ:
```
17
C5H9O2S wB97M-V/def2-TZVPD
S 0.85 1.81 -1.78
O -0.06 -1.72 2.32
O -1.61 -0.12 2.70
C -0.48 -0.14 0.58
C -1.59 -1.40 -0.19
C 2.42 1.21 -2.45
C -0.75 -0.73 2.04
C -0.26 -1.14 -0.57
H 2.77 1.82 -3.29
H -2.41 -0.87 -0.66
H -0.04 -0.63 -1.51
H -1.12 0.70 0.33
H 0.49 0.36 0.73
H -1.84 -2.23 0.46
H 0.51 -1.85 -0.30
H 3.22 1.22 -1.70
H 2.37 0.19 -2.83
```

As for the energy relative to the best compared isomer or geometry (same formula, charge and spin): 3.690 eV. The net charge is -1. The HOMO energy is -3.083 eV. The calculation puts the LUMO energy at 2.16 eV.

***

Number 1: Kohn-Sham gap 0.0903 Ha, E_tot -6310.111583 hartree. Number 2: Kohn-Sham gap 0.3922 Ha, E_tot -353.356128 hartree. Number 3: Kohn-Sham gap 0.2556 Ha, E_tot -1046.290240 hartree. Number 4: Kohn-Sham gap 0.1928 Ha, E_tot -744.507692 hartree.